Computed, not measured: 6 unconnected molecules or ions with the total composition C33H49NO23S6 in a non-equilibrium geometry, with ωB97M-V/def2-TZVPD.

Last column: Mulliken charge in e.
Geometry (Å):
C  -7.57  -6.32  6.46  -0.46
O  -7.55  -6.28  4.99  -0.39
C  -6.43  -5.48  4.46  -0.39
C  -4.96  -6.25  4.55  -0.18
C  -4.23  -5.71  5.93  -0.08
C  -2.74  -6.37  6.21  0.16
C  -2.27  -7.88  5.74  -0.39
C  -0.72  -8.38  6.06  -0.35
C  0.39  -7.43  6.86  -0.43
C  -0.11  -5.93  7.33  0.25
C  -1.66  -5.39  7.03  -0.36
N  -2.13  -4.01  7.49  -0.18
C  -1.17  -2.91  7.09  0.08
C  -1.81  -1.57  6.33  -0.47
C  -0.75  -0.36  5.88  0.40
C  -1.36  0.95  5.09  -0.44
C  -0.35  1.34  3.81  -0.43
C  -1.17  2.15  2.61  -0.62
C  -1.98  1.15  1.58  -0.16
C  -0.98  0.28  0.59  0.07
O  -0.72  -1.09  1.06  -0.37
C  -1.77  -2.03  0.63  0.64
C  -1.56  -3.61  1.12  -0.68
O  -2.86  -1.73  -0.07  -0.56
C  0.88  -0.49  6.21  -0.42
C  1.52  -1.83  6.97  -0.48
C  0.47  -3.02  7.39  0.21
S  1.00  -4.66  8.22  -0.21
H  -8.60  -6.60  6.93  0.25
H  -6.72  -7.09  6.79  0.15
H  -7.29  -5.23  6.83  0.22
H  -6.31  -4.42  4.98  0.30
H  -6.70  -5.24  3.32  0.27
H  -4.35  -5.84  3.61  0.09
H  -5.12  -7.41  4.53  0.25
H  -4.85  -5.87  6.91  0.13
H  -4.12  -4.53  5.80  0.08
H  -3.07  -8.57  5.19  0.19
H  -0.33  -9.45  5.72  0.25
H  1.50  -7.77  7.08  0.27
H  -2.07  -4.07  8.55  0.39
H  -2.98  -1.47  6.11  0.22
H  -2.40  0.70  4.57  0.24
H  -1.54  1.89  5.77  0.30
H  0.15  0.33  3.40  0.29
H  0.52  2.07  4.15  0.24
H  -1.97  2.84  3.16  0.28
H  -0.45  2.92  2.05  0.30
H  -2.74  0.47  2.19  0.24
H  -2.66  1.82  0.87  -0.01
H  -1.31  0.31  -0.55  -0.22
H  0.07  0.85  0.63  0.38
H  -1.53  -4.35  0.22  0.25
H  -0.54  -3.74  1.72  0.28
H  -2.50  -3.94  1.79  0.10
H  1.66  0.34  5.89  0.22
H  2.66  -1.98  7.20  0.29
O  -3.77  4.01  0.48  -0.55
S  -2.94  4.64  -0.52  1.18
O  -2.00  5.70  -0.21  -0.57
O  -3.90  5.13  -1.74  -0.37
C  -3.47  4.51  -2.96  -0.33
C  -2.84  3.19  -2.54  -0.28
O  -2.14  3.47  -1.33  -0.17
H  -2.73  5.17  -3.43  0.29
H  -4.32  4.37  -3.63  0.30
H  -2.16  2.79  -3.30  0.41
H  -3.61  2.44  -2.32  0.24
O  -1.98  -1.49  -6.47  -0.55
S  -2.84  -1.98  -5.42  1.08
O  -4.27  -2.16  -5.59  -0.54
O  -2.60  -1.07  -4.09  -0.26
C  -2.17  -1.91  -3.01  -0.01
C  -1.46  -3.09  -3.67  -0.31
O  -2.21  -3.37  -4.84  -0.33
H  -3.07  -2.24  -2.47  0.27
H  -1.52  -1.35  -2.33  0.02
H  -1.42  -3.96  -3.01  0.27
H  -0.45  -2.81  -3.97  0.33
O  -0.34  2.94  -3.70  -0.58
S  1.02  3.12  -3.24  1.17
O  1.76  2.10  -2.54  -0.62
O  1.08  4.49  -2.36  -0.30
C  2.02  5.39  -2.95  -0.34
C  2.03  5.06  -4.44  -0.31
O  1.91  3.64  -4.50  -0.31
H  3.00  5.20  -2.50  0.30
H  1.72  6.43  -2.76  0.34
H  2.94  5.39  -4.93  0.25
H  1.16  5.49  -4.94  0.26
O  6.53  4.57  -4.53  -0.61
S  6.13  4.10  -5.84  1.04
O  5.96  4.98  -6.97  -0.50
O  4.78  3.21  -5.66  -0.13
C  5.01  1.89  -6.16  -0.44
C  6.50  1.64  -5.97  -0.38
O  7.13  2.89  -6.27  -0.28
H  4.74  1.87  -7.22  0.29
H  4.40  1.16  -5.62  0.35
H  6.88  0.85  -6.62  0.32
H  6.73  1.39  -4.93  0.30
O  7.42  5.33  -7.96  -0.47
S  8.35  6.27  -7.38  1.28
O  8.52  6.44  -5.96  -0.59
O  8.08  7.73  -8.05  -0.33
C  9.26  8.19  -8.70  -0.34
C  10.02  6.93  -9.12  -0.37
O  9.82  6.00  -8.05  -0.33
H  9.84  8.77  -7.97  0.29
H  9.01  8.83  -9.55  0.30
H  11.08  7.11  -9.27  0.32
H  9.58  6.50  -10.02  0.28

Computed properties:
* 2S+1: 1
* orbital gap: 7.97 eV
* LUMO energy: -0.010 eV
* SMILES: COCCCc1cccc2c1Nc1cc(CCCCCOC(C)=O)ccc1S2.O=S1(=O)OCCO1.O=S1(=O)OCCO1.O=S1(=O)OCCO1.O=S1(=O)OCCO1.O=S1(=O)OCCO1
* E_HOMO: -8.0 eV
* E_tot: -5460.20971 hartree